Entry 1:
53
Properties=species:S:1:pos:R:3:mulliken_spin:R:1 method="wB97M-V/def2-TZVPD" e_lumo_ev="1.2 / 1.2" relative_energy_kj_mol=150.7 charge=-1 orbital_gap_ha="0.1778 / 0.1846" multiplicity=2 s2=0.77
Ru -0.59051 0.09718 0.85649 0.782
Br -5.14352 2.94553 5.26385 0.000
C -3.55782 2.25421 4.50044 -0.005
C -2.42909 2.03912 5.28060 0.006
Br -2.44612 2.43358 7.13077 0.000
C -1.26880 1.51958 4.69557 0.006
Br 0.31243 1.19866 5.68027 0.000
C -1.22595 1.21149 3.34193 0.008
O -0.16781 0.71169 2.73656 0.038
C -2.37835 1.43250 2.54748 -0.011
O -2.28430 1.13411 1.26206 0.017
C -3.52347 1.94807 3.13510 0.007
Br -5.00742 2.21908 1.99403 0.000
Se -2.33839 -1.53536 0.56940 -0.038
Se -1.42608 -3.19471 -0.74211 0.007
Te 0.55344 -3.89955 0.79931 0.013
Se 0.03265 -2.34533 2.59761 0.234
S -3.25663 0.97778 -5.63708 0.000
C -4.85546 1.57557 -5.57298 -0.001
C -5.25912 1.78677 -4.29168 0.001
C -4.25259 1.45847 -3.34404 -0.001
C -3.10141 1.00523 -3.92485 0.000
C -1.86213 0.57087 -3.25725 -0.002
C -1.83691 0.52358 -1.84992 -0.020
N -0.76686 0.15011 -1.17302 -0.072
C 0.34617 -0.19699 -1.86297 -0.002
C 0.41784 -0.19901 -3.25155 -0.014
C 1.65821 -0.59254 -3.86588 0.005
C 2.73560 -0.92294 -3.11886 -0.004
C 2.68205 -0.89303 -1.68113 0.017
C 3.76020 -1.18724 -0.83293 -0.009
C 3.59843 -1.10949 0.53329 0.013
C 2.33883 -0.73529 1.04265 0.015
N 1.30979 -0.47066 0.26281 -0.023
C 1.47968 -0.54297 -1.07709 0.041
C 4.67525 -1.42423 1.48615 -0.002
C 4.60703 -1.43661 2.85087 0.002
C 5.83670 -1.80067 3.46238 -0.001
C 6.81389 -2.05993 2.55257 0.001
S 6.24880 -1.86704 0.95234 0.000
C -0.73175 0.19771 -3.95183 0.011
H -5.41018 1.73628 -6.48293 0.000
H -6.23747 2.15821 -4.02507 0.000
H -4.38477 1.56046 -2.27682 0.000
H -2.69456 0.77760 -1.24436 -0.001
H 1.71335 -0.61574 -4.94739 0.000
H 3.66409 -1.21442 -3.59450 0.000
H 4.71009 -1.47992 -1.26614 -0.002
H 2.13471 -0.67326 2.10154 -0.015
H 3.70838 -1.21287 3.40712 0.000
H 5.97877 -1.87046 4.53057 0.000
H 7.83404 -2.35627 2.73430 0.000
H -0.71295 0.21306 -5.03568 0.000

---

Entry 2:
104
Properties=species:S:1:pos:R:3:mulliken_charge:R:1 method="wB97M-V/def2-TZVPD" e_lumo_ev=-2.7 charge=+1 orbital_gap_ha=0.3316
C 0.79196 1.81917 1.63910 -1.415
C 0.79350 2.54797 0.33885 -0.296
O 0.08242 1.84817 -0.74732 -0.135
C 0.04417 0.57932 -0.67700 0.089
C 0.94934 -0.32957 -0.92704 -0.007
O 2.22128 -0.15272 -1.33471 -0.532
C 2.23933 0.62675 -2.34616 0.454
N 2.17175 1.42480 -3.16914 -0.371
N 0.39715 -1.49985 -0.73885 0.235
C 0.96666 -2.83742 -0.92103 0.324
C 0.05946 -3.55686 -1.91118 0.268
O 0.04081 -3.17196 -3.00219 -0.432
Br -1.08316 -5.05928 -1.48122 -0.056
C -0.82697 -1.35220 -0.38111 -0.084
N -1.03493 -0.09412 -0.35029 0.451
C -2.35067 0.45425 -0.01608 -0.696
C -3.16268 0.65663 -1.31719 -0.709
C -3.23243 2.06699 -1.63350 0.036
F -4.07313 2.79265 -0.96943 -0.244
C -2.51895 2.62887 -2.52394 0.464
F -1.61354 2.04770 -3.15872 -0.255
F -2.64577 3.83137 -2.82864 -0.220
H 1.08169 2.53702 2.38499 0.574
H 1.52383 1.04319 1.66035 0.288
H -0.18075 1.46288 1.90199 0.257
H 1.78684 2.72524 -0.00411 0.163
H 0.27048 3.46248 0.46865 0.662
H 0.97825 -3.33758 0.02115 0.688
H 1.93248 -2.83587 -1.41206 -0.464
H -1.53431 -2.10389 -0.17434 0.377
H -2.20884 1.37964 0.48980 0.523
H -2.85356 -0.25877 0.58871 0.265
H -2.64933 0.17244 -2.11395 0.483
H -4.13433 0.22469 -1.20141 0.474
C 2.52596 5.40153 -2.18136 0.177
Cl 3.30035 4.95447 -0.65083 -0.130
Cl 0.89072 4.72351 -2.23635 0.020
Cl 2.43510 7.15267 -2.30562 -0.011
Cl 3.46958 4.75966 -3.51967 -0.092
C -3.32015 -8.66080 -1.62689 0.252
Cl -4.15994 -8.15771 -3.09282 -0.089
Cl -1.69723 -9.21576 -2.03255 -0.098
Cl -3.20331 -7.28347 -0.51490 -0.004
Cl -4.21631 -9.95850 -0.84381 -0.091
C 5.09305 -4.88051 -0.44538 0.358
Cl 6.48311 -4.03314 0.21666 -0.032
Cl 5.67173 -6.15963 -1.50482 -0.085
Cl 4.09592 -5.57208 0.83378 -0.107
Cl 4.11251 -3.73880 -1.39112 -0.173
C 0.76719 0.41171 6.25856 0.240
Cl 1.15512 2.12763 6.20354 -0.091
Cl -0.97309 0.23497 6.46593 -0.035
Cl 1.26403 -0.35675 4.74042 -0.036
Cl 1.67454 -0.35031 7.57261 -0.092
C -3.50939 7.22813 -2.03105 0.210
Cl -4.55780 6.15299 -1.10042 -0.067
Cl -1.90300 6.50765 -2.16858 0.012
Cl -4.18833 7.46334 -3.64028 -0.098
Cl -3.38711 8.78372 -1.20851 -0.099
C -3.86927 -5.00671 2.89954 0.019
Cl -5.55447 -5.23774 2.46649 0.039
Cl -3.78935 -4.54248 4.59414 -0.017
Cl -2.98332 -6.50371 2.60134 -0.091
Cl -3.18545 -3.71346 1.88552 0.050
C -6.72717 0.39394 1.17537 0.195
Cl -6.04065 1.98447 0.82693 0.026
Cl -7.76097 0.48904 2.59591 -0.097
Cl -7.67082 -0.15214 -0.20867 -0.094
Cl -5.42994 -0.77872 1.49337 -0.033
C -8.80070 -7.07802 0.93931 0.325
Cl -9.44199 -6.43483 -0.57223 -0.091
Cl -7.14811 -7.64828 0.68146 -0.044
Cl -8.80332 -5.80141 2.16707 -0.108
Cl -9.80514 -8.41582 1.48636 -0.087
C 1.23110 9.08465 1.39135 0.229
Cl 2.15360 7.57745 1.43467 -0.048
Cl -0.21877 8.86095 0.41135 0.000
Cl 0.77064 9.54031 3.03178 -0.102
Cl 2.22819 10.35515 0.68288 -0.088
C 9.79996 -2.23790 -1.57216 0.278
Cl 8.87636 -1.55931 -2.91826 -0.074
Cl 9.29732 -1.45368 -0.07498 -0.108
Cl 9.49844 -3.97109 -1.46116 -0.033
Cl 11.52264 -1.95658 -1.83056 -0.075
C 10.24211 -5.11147 -5.22633 0.309
Cl 8.68833 -5.32760 -4.40901 -0.061
Cl 11.34760 -6.39287 -4.73171 -0.094
Cl 10.00010 -5.18112 -6.97152 -0.098
Cl 10.92537 -3.54554 -4.78577 -0.047
C 3.98517 8.95091 -5.90556 0.338
Cl 3.45584 9.78961 -7.36248 -0.093
Cl 3.21133 9.67974 -4.49462 -0.089
Cl 3.53374 7.24566 -6.00905 -0.064
Cl 5.73650 9.08612 -5.74966 -0.094
C -3.35653 3.96536 4.46953 0.191
Cl -4.82905 3.75068 3.52230 -0.036
Cl -3.73759 4.78243 5.98079 -0.093
Cl -2.64300 2.38423 4.81897 0.012
Cl -2.19918 4.93290 3.54732 -0.054
C -0.50187 -4.42104 7.05024 0.231
Cl 0.52476 -5.66351 7.76537 -0.091
Cl -0.89385 -4.82067 5.37217 -0.046
Cl -2.01277 -4.30550 7.95521 -0.117
Cl 0.32289 -2.86905 7.08749 0.027